(1)
Computed, not measured: a 3-piece molecular cluster, C2H10NO2S overall, with ωB97M-V with the def2-TZVPD basis set.

## Properties
LUMO: 3.460 eV
Molar mass: 112.2 g mol⁻¹
Net charge: -1
Strongest force on any atom: 2.07 eV/Å
Energy: -18657.45297 eV
Frontier orbital gap: 6.1 eV
ΔE to the lowest compared entry with this formula, charge and spin: 0.515 eV
HOMO level: -2.652 eV

Each line ends with the Löwdin charge.
CARTESIAN COORDINATES (ANGSTROEM)
C: 0.282 -1.181 -0.807  -0.409
C: -0.913 -0.839 -1.702  -0.745
S: -0.456 0.376 -3.022  0.059
N: 1.126 -0.068 -0.368  -0.063
H: 0.906 -1.943 -1.280  0.088
H: -0.118 -1.666 0.099  0.086
H: -1.684 -0.278 -1.192  0.002
H: -1.282 -1.773 -2.140  0.030
H: 0.494 0.625 0.032  0.054
H: 1.391 0.452 -1.206  0.003
H: 1.604 -0.463 2.423  0.019
H: 2.453 0.028 1.335  0.000
O: 2.222 0.264 2.253  -0.117
H: -1.409 1.643 1.927  -0.003
H: -2.421 2.735 1.483  0.044
O: -2.194 2.088 2.165  -0.048

---

(2)
Computed, not measured: C18H27N2O6P2Y as an isolated structure, with ωB97M-V with the def2-TZVPD basis set.

## Properties
LUMO (spin up / spin down): -7.874 / -7.875 eV
Molar mass: 518.3 g mol⁻¹
Net charge: +2
Strongest force on any atom: 4.44 eV/Å
Energy: -53973.09201 eV
Frontier orbital gap (spin up / spin down): 4.1 / 4.1 eV
ΔE to the lowest compared entry with this formula, charge and spin: 3.712 eV
HOMO level (spin up / spin down): -11.998 / -11.997 eV

Each line ends with the Löwdin charge.
CARTESIAN COORDINATES (ANGSTROEM)
Y: 0.310 1.237 -0.644  1.453
P: 2.700 -0.725 -0.372  0.817
C: 2.581 -0.926 -2.113  -0.383
C: 1.309 -1.170 -2.707  -0.387
N: 0.087 -0.637 -2.274  0.005
C: -1.050 -1.115 -2.816  -0.341
C: -1.054 -2.122 -3.771  -0.038
C: 0.153 -2.618 -4.248  -0.032
C: 1.331 -2.089 -3.770  -0.024
C: -2.397 -0.582 -2.345  -0.242
P: -2.546 1.112 -1.732  0.916
H: 2.321 -2.411 -4.084  0.129
H: -2.010 -2.509 -4.119  0.123
H: 0.190 -3.414 -4.985  0.126
H: -3.094 -0.603 -3.195  0.112
H: -2.823 -1.216 -1.549  0.125
H: 2.441 1.221 -2.703  0.055
H: 3.556 -0.861 -2.681  0.105
H: 1.069 4.234 -1.328  0.108
O: 1.688 1.745 -2.421  -0.126
H: 1.653 2.209 -3.249  0.092
H: -1.644 0.739 -0.576  0.017
O: 0.228 3.956 -0.838  -0.118
H: 0.464 4.013 0.151  0.102
C: -2.598 2.258 -3.083  -0.166
H: -3.465 2.053 -3.736  0.105
H: -2.731 3.294 -2.709  0.088
H: -1.709 2.209 -3.722  0.075
C: -3.926 1.305 -0.606  -0.175
H: -3.660 2.130 0.083  0.083
H: -4.838 1.544 -1.166  0.083
H: -4.023 0.380 -0.019  0.085
C: 2.620 -2.542 -0.095  -0.229
H: 3.611 -2.978 -0.183  0.054
H: 2.184 -2.756 0.878  0.034
H: 1.976 -2.969 -0.872  0.048
C: 4.502 -0.386 -0.108  -0.258
H: 4.698 -0.071 0.931  0.047
H: 5.104 -1.284 -0.311  0.055
H: 4.829 0.429 -0.765  0.041
O: -0.031 1.844 1.415  -0.170
C: -0.381 0.652 1.822  -0.491
O: -0.442 -0.260 0.891  -0.166
C: -0.456 0.361 3.291  -0.125
C: -0.444 -0.985 3.674  0.008
C: -0.452 -1.350 5.017  0.045
C: -0.578 -0.343 5.988  -0.121
C: -0.656 1.022 5.617  0.045
C: -0.623 1.378 4.266  0.020
N: -0.602 -0.717 7.364  -0.304
O: -0.505 -1.925 7.686  0.089
O: -0.715 0.193 8.217  0.088
H: -0.351 -1.770 2.924  0.126
H: -0.390 -2.389 5.337  0.133
H: -0.755 1.781 6.400  0.134
H: -0.652 2.426 3.949  0.127

---

(3)
Computed, not measured: C6H10O3 as an isolated structure, with ωB97M-V with the def2-TZVPD basis set.

## Properties
LUMO: 0.933 eV
Molar mass: 130.1 g mol⁻¹
Strongest force on any atom: 6.38 eV/Å
Energy: -12520.59440 eV
Frontier orbital gap: 10.5 eV
ΔE to the lowest compared entry with this formula, charge and spin: 6.178 eV
HOMO level: -9.539 eV

Each line ends with the Löwdin charge.
CARTESIAN COORDINATES (ANGSTROEM)
C: -0.843 1.199 -1.157  -0.170
C: 0.419 1.923 -0.598  -0.116
C: 0.805 -0.126 0.243  -0.489
C: -0.205 -0.107 1.248  -0.116
C: -1.157 -0.914 0.437  -0.214
C: -0.030 -1.964 0.184  -0.105
H: -1.572 2.022 -1.365  0.138
H: -0.480 0.659 -2.103  0.143
H: 0.058 2.706 0.143  0.124
H: 0.979 2.560 -1.364  0.141
H: 0.295 -0.201 -0.761  0.110
H: -0.803 0.788 1.620  0.167
H: 0.293 -0.561 2.073  0.139
H: -2.223 -1.164 0.850  0.193
H: -0.006 -2.392 -0.892  0.163
H: -0.246 -2.801 0.846  0.129
O: 1.598 1.076 -0.039  -0.055
O: 1.301 -1.397 0.438  -0.011
O: -1.677 0.112 -0.549  -0.169

---

(4)
Computed, not measured: an isolated molecule of C3H4ClFN2, with ωB97M-V with the def2-TZVPD basis set.

## Properties
SMILES: N/N=C\C=C(/F)Cl
LUMO: 0.814 eV
Molar mass: 122.5 g mol⁻¹
Strongest force on any atom: 2.14 eV/Å
Energy: -21393.80927 eV
Frontier orbital gap: 9.3 eV
ΔE to the lowest compared entry with this formula, charge and spin: 1.430 eV
HOMO level: -8.518 eV

Each line ends with the Löwdin charge.
CARTESIAN COORDINATES (ANGSTROEM)
C: 1.659 1.115 0.180  -0.186
C: 0.159 1.096 0.008  -0.092
C: -0.698 0.085 0.192  -0.774
H: 1.112 -1.108 -0.781  0.069
H: 2.746 -1.708 -0.684  0.112
H: 2.116 2.076 0.493  0.101
H: -0.270 2.119 -0.313  0.132
N: 2.041 -1.009 -0.447  0.014
N: 2.476 0.149 -0.018  -0.059
F: -0.363 -1.078 0.695  0.013
Cl: -2.399 0.034 -0.235  0.671

---

- Look up the energy of the third one.
  -12520.59440 eV